{"formula": "CH2N2S2", "method": "wB97M-V/def2-TZVPD", "de_lowest_kcal_mol": 46.7, "e_lumo_ev": -0.90, "homo_ev": -9.63, "spin_multiplicity": 1, "gap_ev": 8.72, "symbols": ["C", "N", "N", "S", "S", "H", "H"], "coordinates": [[0.37, -0.07, -2.64], [0.62, -0.24, 0.34], [1.49, 0.18, -2.47], [-1.24, -0.21, -2.34], [-0.87, -0.26, -0.03], [1.03, -1.14, 0.56], [-1.17, 1.20, 0.20]], "nbo_charge": [-0.005, -0.971, -0.296, 0.002, 0.764, 0.382, 0.124]}

{"formula": "C31H32As2BrCuF5N3O8S", "method": "wB97M-V/def2-TZVPD", "charge": 1, "s2": 0.775, "e_lumo_ev": [-2.34, -4.65], "homo_ev": [-11.00, -11.00], "spin_multiplicity": 2, "gap_ev": [8.66, 6.35], "symbols": ["Cu", "F", "C", "C", "F", "C", "F", "C", "S", "C", "F", "C", "F", "C", "O", "C", "O", "C", "C", "As", "C", "C", "C", "As", "C", "C", "O", "O", "C", "C", "O", "O", "C", "C", "O", "O", "C", "H", "H", "H", "H", "H", "H", "H", "H", "H", "H", "H", "H", "H", "H", "H", "H", "H", "H", "N", "C", "N", "C", "C", "C", "C", "C", "H", "H", "H", "H", "H", "H", "H", "H", "H", "H", "Br", "C", "C", "C", "C", "C", "N", "H", "H", "H", "H"], "coordinates": [[-0.44, -0.64, 0.40], [2.27, 5.56, -4.43], [2.29, 4.98, -3.25], [1.87, 3.66, -3.13], [1.43, 3.01, -4.21], [1.89, 3.04, -1.90], [1.49, 1.79, -1.82], [2.32, 3.72, -0.74], [2.31, 2.98, 0.79], [2.75, 5.05, -0.91], [3.17, 5.74, 0.14], [2.73, 5.68, -2.13], [3.12, 6.94, -2.26], [-2.29, 1.80, -3.27], [-1.46, 0.68, -2.94], [-0.82, 0.08, -3.97], [-0.93, 0.42, -5.11], [-0.02, -1.09, -3.48], [0.88, -1.65, -4.29], [1.83, -3.36, -4.14], [3.59, -2.55, -3.74], [1.37, -3.87, -2.30], [0.54, -3.28, -1.45], [-0.46, -1.63, -1.68], [-2.22, -2.41, -1.97], [0.22, -3.90, -0.11], [-0.82, -4.46, 0.12], [1.16, -3.61, 0.78], [1.08, -4.25, 2.06], [1.98, -5.19, -1.90], [1.78, -5.76, -0.86], [2.78, -5.65, -2.86], [3.40, -6.93, -2.61], [1.14, -1.12, -5.67], [0.82, -1.73, -6.65], [1.85, 0.00, -5.63], [2.20, 0.61, -6.89], [-3.03, 1.87, -2.48], [-2.76, 1.65, -4.24], [-1.69, 2.70, -3.30], [3.92, -2.00, -4.61], [4.30, -3.34, -3.52], [3.51, -1.87, -2.89], [-2.22, -3.01, -2.88], [-2.97, -1.63, -2.05], [-2.44, -3.05, -1.12], [1.96, -4.87, 2.18], [0.18, -4.87, 2.11], [1.06, -3.48, 2.83], [3.88, -7.20, -3.54], [2.64, -7.66, -2.34], [4.12, -6.84, -1.81], [1.78, 1.61, -6.90], [1.81, 0.02, -7.72], [3.29, 0.66, -6.95], [-1.74, -1.70, 1.53], [-2.22, -2.58, 2.12], [-2.80, -3.53, 2.79], [-2.57, -3.76, 4.22], [-2.01, -5.16, 4.45], [-2.92, -6.21, 3.80], [-3.10, -5.91, 2.31], [-3.67, -4.52, 2.12], [-3.53, -3.65, 4.73], [-1.89, -2.99, 4.59], [-1.93, -5.33, 5.53], [-1.01, -5.23, 4.02], [-3.90, -6.20, 4.30], [-2.49, -7.20, 3.94], [-3.78, -6.64, 1.86], [-2.14, -5.97, 1.79], [-4.66, -4.44, 2.58], [-3.75, -4.25, 1.07], [2.68, -0.61, 1.41], [1.38, 0.21, 2.49], [1.66, 0.50, 3.82], [0.70, 1.15, 4.56], [-0.50, 1.51, 3.95], [-0.70, 1.17, 2.63], [0.22, 0.50, 1.91], [2.62, 0.23, 4.23], [0.88, 1.39, 5.60], [-1.27, 2.05, 4.49], [-1.61, 1.42, 2.12]], "mulliken_spin": [0.001, 0.015, 0.142, -0.037, -0.003, 0.099, 0.009, -0.063, 0.749, 0.109, 0.012, -0.032, -0.004, 0.000, 0.000, 0.000, 0.000, 0.000, 0.000, 0.000, 0.000, 0.000, 0.000, 0.000, 0.000, 0.000, 0.000, 0.000, 0.000, 0.000, 0.000, 0.000, 0.000, 0.000, 0.000, 0.000, 0.000, 0.000, 0.000, 0.000, 0.000, 0.000, 0.000, 0.000, 0.000, 0.000, 0.000, 0.000, 0.000, 0.000, 0.000, 0.000, 0.000, 0.000, 0.000, 0.000, -0.001, 0.000, 0.000, 0.000, 0.000, 0.000, 0.000, 0.000, 0.000, 0.000, 0.000, 0.000, 0.000, 0.000, 0.000, 0.000, 0.000, 0.003, 0.006, -0.001, -0.005, -0.009, 0.013, 0.001, 0.001, 0.000, 0.001, -0.006]}

{"formula": "C5H15N3", "method": "wB97M-V/def2-TZVPD", "charge": 2, "de_lowest_kcal_mol": 88.3, "e_lumo_ev": -6.54, "homo_ev": -17.45, "spin_multiplicity": 1, "gap_ev": 10.91, "symbols": ["C", "C", "C", "C", "C", "N", "N", "N", "H", "H", "H", "H", "H", "H", "H", "H", "H", "H", "H", "H", "H", "H", "H"], "coordinates": [[-1.09, -0.05, -0.42], [-0.19, 0.64, 0.32], [0.40, 1.36, 1.18], [4.02, -0.86, -0.79], [-2.41, -0.43, 0.21], [-3.01, -1.54, -0.18], [-3.47, 1.05, -0.12], [3.27, -0.20, 0.24], [-0.86, -0.18, -1.46], [3.01, -0.97, 0.91], [0.22, 2.47, 1.25], [1.09, 0.91, 1.85], [3.37, -1.11, -1.62], [4.74, -0.19, -1.25], [4.70, -1.63, -0.43], [-2.25, -0.42, 1.34], [-3.95, -1.87, 0.21], [-3.01, -1.70, -1.25], [-4.21, 0.87, -0.71], [-3.77, 1.75, 0.66], [-2.68, 1.44, -0.74], [2.40, 0.18, -0.10], [3.71, 0.46, 0.90]], "nbo_charge": [-0.382, 0.118, -0.463, -0.461, 0.185, -0.763, -0.842, -0.668, 0.258, 0.447, 0.286, 0.230, 0.249, 0.256, 0.264, 0.243, 0.440, 0.402, 0.413, 0.453, 0.426, 0.449, 0.458]}

{"formula": "C4H13NO4", "method": "wB97M-V/def2-TZVPD", "smiles": "CCC(=O)NCO.O.O", "de_lowest_kcal_mol": 61.7, "e_lumo_ev": 0.52, "homo_ev": -10.37, "spin_multiplicity": 1, "gap_ev": 10.88, "symbols": ["C", "C", "C", "O", "N", "C", "O", "H", "H", "H", "H", "H", "H", "H", "H", "H", "O", "H", "H", "O", "H", "H"], "coordinates": [[1.57, 1.10, -1.17], [1.47, 0.82, 0.34], [0.09, -0.01, 0.55], [-0.98, 0.46, 0.25], [0.19, -1.29, 1.13], [1.41, -2.16, 1.04], [1.76, -2.46, 2.37], [2.56, 0.58, -1.44], [0.83, 0.51, -1.74], [1.46, 2.12, -1.55], [1.43, 1.68, 0.95], [2.25, 0.21, 0.79], [-0.68, -1.73, 1.13], [1.21, -3.20, 0.65], [2.20, -1.48, 0.38], [1.51, -1.69, 3.01], [-3.76, -0.32, -1.71], [-3.11, -0.14, -1.13], [-3.29, 0.26, -2.44], [-3.03, 2.18, -0.34], [-2.41, 1.57, -0.39], [-2.67, 2.98, -0.69]], "nbo_charge": [-0.625, -0.493, 0.730, -0.657, -0.669, 0.096, -0.729, 0.215, 0.220, 0.232, 0.235, 0.205, 0.401, 0.200, 0.159, 0.484, -0.903, 0.450, 0.453, -0.927, 0.463, 0.460]}

{"formula": "C33H29ClN6O2PPtS", "method": "wB97M-V/def2-TZVPD", "charge": 1, "de_lowest_kcal_mol": 9.1, "e_lumo_ev": -2.35, "homo_ev": -10.26, "spin_multiplicity": 1, "gap_ev": 7.91, "symbols": ["Pt", "N", "C", "C", "C", "C", "C", "C", "S", "O", "O", "N", "C", "N", "C", "C", "C", "N", "H", "H", "H", "H", "H", "H", "H", "H", "H", "Cl", "C", "C", "C", "C", "C", "C", "P", "C", "C", "C", "C", "C", "C", "C", "C", "C", "C", "C", "C", "H", "H", "H", "H", "H", "H", "H", "H", "H", "H", "H", "H", "H", "H", "N", "C", "C", "C", "N", "C", "C", "H", "H", "H", "H", "H", "H"], "coordinates": [[-0.11, -0.62, 1.11], [-3.31, -6.20, -3.64], [-2.98, -5.38, -2.61], [-1.63, -5.18, -2.25], [-1.31, -4.35, -1.20], [-2.31, -3.72, -0.48], [-3.65, -3.91, -0.82], [-3.98, -4.73, -1.87], [-1.95, -2.62, 0.81], [-2.93, -2.78, 1.85], [-0.52, -2.72, 1.20], [-1.94, -1.10, 0.23], [-3.03, -0.30, 0.57], [-2.72, 0.81, 1.25], [-3.71, 1.65, 1.52], [-5.02, 1.37, 1.15], [-5.23, 0.19, 0.47], [-4.24, -0.65, 0.15], [-2.61, -6.66, -4.18], [-4.27, -6.33, -3.91], [-0.85, -5.69, -2.81], [-0.27, -4.21, -0.93], [-4.42, -3.40, -0.25], [-5.02, -4.88, -2.12], [-3.44, 2.55, 2.06], [-5.83, 2.04, 1.38], [-6.22, -0.10, 0.15], [-0.16, 1.48, 3.57], [-0.12, 2.85, 2.50], [-0.41, 4.07, 3.12], [-0.43, 5.24, 2.40], [-0.16, 5.22, 1.04], [0.12, 4.01, 0.43], [0.15, 2.80, 1.14], [0.54, 1.30, 0.17], [2.34, 1.35, -0.11], [3.15, 2.38, 0.36], [4.51, 2.36, 0.10], [5.08, 1.32, -0.62], [4.27, 0.29, -1.09], [2.91, 0.31, -0.84], [-0.13, 1.67, -1.50], [0.71, 2.16, -2.50], [0.21, 2.49, -3.74], [-1.14, 2.33, -4.02], [-1.98, 1.85, -3.03], [-1.48, 1.52, -1.78], [-0.62, 4.07, 4.18], [-0.66, 6.18, 2.90], [-0.18, 6.13, 0.46], [0.31, 4.00, -0.64], [2.72, 3.20, 0.92], [5.13, 3.17, 0.47], [6.14, 1.31, -0.82], [4.70, -0.52, -1.66], [2.28, -0.49, -1.22], [1.77, 2.30, -2.31], [0.88, 2.87, -4.51], [-1.54, 2.59, -4.99], [-3.04, 1.72, -3.22], [-2.15, 1.16, -1.03], [5.82, -1.80, 2.56], [4.52, -1.51, 2.34], [3.68, -2.41, 1.67], [2.37, -2.07, 1.44], [1.83, -0.90, 1.84], [2.63, -0.05, 2.50], [3.95, -0.31, 2.77], [6.19, -2.71, 2.35], [6.39, -1.20, 3.14], [4.04, -3.37, 1.33], [1.70, -2.75, 0.93], [2.17, 0.87, 2.82], [4.53, 0.43, 3.31]], "lowdin_charge": [0.946, 0.127, -0.306, -0.020, -0.057, -0.307, -0.054, -0.011, 0.639, -0.248, -0.445, -0.243, -0.527, 0.094, -0.106, -0.033, -0.101, 0.150, 0.103, 0.104, 0.114, 0.111, 0.109, 0.117, 0.114, 0.104, 0.115, 0.723, -0.632, -0.110, -0.058, -0.058, -0.080, -0.354, 0.943, -0.385, -0.078, -0.064, -0.065, -0.061, -0.111, -0.332, -0.089, -0.064, -0.063, -0.056, -0.073, 0.105, 0.115, 0.113, 0.106, 0.109, 0.111, 0.110, 0.112, 0.114, 0.105, 0.111, 0.110, 0.112, 0.068, 0.154, -0.303, 0.009, -0.129, -0.141, -0.158, 0.011, 0.113, 0.113, 0.121, 0.098, 0.064, 0.124]}

| no. | E (Ha) |
| --- | --- |
| 1 | -945.08910 |
| 2 | -11549.97581 |
| 3 | -363.07344 |
| 4 | -515.85376 |
| 5 | -3072.87119 |